Below is C4H8O2 as an isolated structure, with properties calculated with wB97M-V/def2-TZVPD.

Geometry as XYZ:
```
14
C4H8O2 | OMol25 | wB97M-V/def2-TZVPD
O 2.1559 0.6872 0.7124
C 1.2673 -0.0146 -0.1375
C -0.1641 0.2698 0.3182
C -1.1981 0.6088 -0.7710
O -1.9112 -0.6108 -0.5590
C -1.0797 -0.9440 0.5595
H 3.0553 0.4816 0.4292
H 1.4648 -1.0956 -0.1044
H 1.3919 0.3111 -1.1821
H -0.1221 0.9840 1.1442
H -1.8221 1.4889 -0.5671
H -0.7988 0.6849 -1.7902
H -1.6402 -0.9266 1.5022
H -0.5989 -1.9247 0.4456
```

Results
strongest force on any atom: 0.52 eV/A
E_LUMO: 0.033 Ha
HOMO-LUMO gap: 10.6 eV
energy relative to the best compared isomer or geometry (same formula, charge and spin): 2.2543 eV
E_HOMO: -9.69 eV